1.
Density functional theory data (ωB97M-V/def2-TZVPD) for a molecular structure, C4H6BiMgO5 in a non-equilibrium geometry.

Charge: +2
HOMO energy (alpha / beta) (eV): -15.57 / -15.57
Gap between HOMO and LUMO (alpha / beta) (eV): 4.1 / 4.3
Multiplicity: 2

Cartesian coordinates (Å):
1 C -1.9411 1.9299 -1.0471
2 O -1.3142 1.0899 -1.7607
3 O -2.8575 2.5912 -1.5069
4 Bi -2.5282 1.5313 -3.6351
5 O 1.2292 -1.9784 -1.2780
6 O -1.1454 -0.7552 0.6690
7 C -0.5722 -0.0441 1.5354
8 C 0.9294 -0.2312 1.5571
9 O 1.4161 -0.2884 0.2385
10 C 2.0114 -1.5516 -0.2680
11 Mg -0.2142 -0.7113 -1.1586
12 H -1.7797 1.6848 0.2074
13 H -0.8792 0.7502 2.2392
14 H 1.1669 -1.1454 2.1270
15 H 1.3746 0.6302 2.0808
16 H 3.0261 -1.2630 -0.5972
17 H 2.0780 -2.2386 0.5973

=====

2.
Density functional theory data (ωB97M-V/def2-TZVPD) for 2 unconnected molecules or ions with the total composition C4H6Br2O in a non-equilibrium geometry.

HOMO energy (eV): -8.48
Gap between HOMO and LUMO (eV): 8.9

Cartesian coordinates (Å):
1 C -0.2961 0.1877 1.3999
2 C -0.8111 -0.0207 0.1740
3 C 1.5017 1.6269 0.7522
4 C -0.5299 -1.1770 -0.6870
5 O 0.8326 2.6405 0.4517
6 Br -2.0739 1.3168 -0.5020
7 Br 2.4969 0.8070 -0.6397
8 H -0.5952 0.7547 2.1597
9 H 0.4415 -0.5028 1.6510
10 H 0.3129 -0.9407 -1.3104
11 H -1.3264 -1.5414 -1.3342
12 H -0.3719 -1.9876 -0.0877
13 H 0.5444 3.0286 -0.4966

=====

3.
Density functional theory data (ωB97M-V/def2-TZVPD) for a molecular structure, C4H6Br2O in a non-equilibrium geometry.

HOMO energy (eV): -9.89
Gap between HOMO and LUMO (eV): 10.5

Cartesian coordinates (Å):
1 C 0.4196 -0.6794 -1.4755
2 C 0.4400 0.6510 -0.7333
3 C -0.6241 0.2036 0.2789
4 C -0.3158 -0.1082 1.6955
5 O -0.5806 -1.3054 -0.6953
6 Br 2.1450 1.1405 0.0522
7 Br -2.3334 0.9610 -0.0040
8 H 0.1074 -0.5949 -2.5259
9 H 1.3633 -1.2366 -1.4281
10 H 0.1239 1.5095 -1.3297
11 H 0.6602 -0.5753 1.7873
12 H -1.0698 -0.7821 2.0998
13 H -0.3357 0.8162 2.2783

=====

4.
Density functional theory data (ωB97M-V/def2-TZVPD) for 2 unconnected molecules or ions with the total composition C4H6Br2O2P in a non-equilibrium geometry.

Charge: -1
HOMO energy (alpha / beta) (eV): -5.48 / -5.48
Gap between HOMO and LUMO (alpha / beta) (eV): 6.6 / 6.6

Cartesian coordinates (Å):
1 C -0.1908 -0.5558 0.2528
2 C -0.9197 0.6959 -0.2144
3 C 1.3048 -0.2761 0.5834
4 C 1.6126 1.0041 -0.1135
5 O 0.1605 2.9245 -1.7223
6 O 0.6810 0.4799 -2.3948
7 P 0.3553 1.4993 -1.2835
8 Br 2.5451 -1.5818 -0.1892
9 Br 0.9541 2.5454 2.4617
10 H -0.6983 -0.8705 1.1890
11 H -0.2295 -1.1832 -0.5084
12 H -1.9532 0.4529 -0.6275
13 H -1.0179 1.2728 0.6594
14 H 1.5442 -0.2350 1.6280
15 H 2.4241 1.5843 -0.3073

=====

5.
Density functional theory data (ωB97M-V/def2-TZVPD) for a gas-phase ion, C4H6Br2P (charge +1) in a non-equilibrium geometry.

Charge: +1
HOMO energy (eV): -14.25
Gap between HOMO and LUMO (eV): 9.4

Cartesian coordinates (Å):
1 C 0.6227 -0.2263 -0.6073
2 C 0.6626 -0.3192 0.7154
3 C -0.5750 0.0990 -1.4283
4 C -0.5849 0.0479 1.3806
5 P -1.9172 0.0566 -0.0002
6 Br -3.1217 1.9147 -0.0320
7 Br -3.1535 -1.6411 -0.0596
8 H 1.4159 -0.2831 -1.3468
9 H 1.2900 -0.9030 1.3787
10 H -0.7444 1.0606 -1.9183
11 H -0.8048 -0.6321 -2.1490
12 H -0.8519 -0.6682 2.1723
13 H -0.7283 0.9996 1.8429

=====

6.
Density functional theory data (ωB97M-V/def2-TZVPD) for a molecular structure, C4H6Br3ClO2 in a non-equilibrium geometry.

HOMO energy (alpha / beta) (eV): -8.33 / -8.59
Gap between HOMO and LUMO (alpha / beta) (eV): 7.5 / 8.1

Cartesian coordinates (Å):
1 C -1.0344 1.3028 -0.6665
2 C 1.2127 -1.5993 0.7265
3 C -0.8759 0.0061 -1.4865
4 C 1.4204 -1.3151 -0.6551
5 O -1.5311 0.9762 0.5623
6 O 0.8182 -0.4684 1.4837
7 Cl -0.4769 0.2935 -3.1241
8 Br -2.1024 -1.3032 -1.0375
9 Br 2.7530 -0.0206 -1.0728
10 Br 1.2655 -2.5559 -2.1057
11 H -1.6106 2.0885 -1.1486
12 H 0.0202 1.8482 -0.4154
13 H 0.3461 -2.3720 0.8100
14 H 2.1621 -1.9614 1.0742
15 H -2.3754 0.4291 0.4812
16 H 0.0361 0.0204 1.1833

=====

7.
Density functional theory data (ωB97M-V/def2-TZVPD) for C4H6BrF in the gas phase in a non-equilibrium geometry.

HOMO energy (eV): -9.71
Gap between HOMO and LUMO (eV): 10.6
SMILES: C[C@H]1C[C@]1(F)Br

Cartesian coordinates (Å):
1 C -1.0684 1.1079 -0.3639
2 C 0.1856 0.2945 -0.6108
3 C 0.1975 1.8377 -0.3699
4 C 0.8478 -0.5373 0.5414
5 F 0.6653 2.2261 0.8591
6 Br 0.7500 3.0372 -1.7540
7 H -1.7296 1.4102 -1.3200
8 H -1.5653 0.7733 0.5339
9 H 0.4274 -0.0810 -1.6931
10 H 0.9221 -0.0661 1.4611
11 H 1.7728 -0.7485 0.2073
12 H 0.3416 -1.5038 0.7403

=====

8.
Density functional theory data (ωB97M-V/def2-TZVPD) for C4H6BrFO in the gas phase in a non-equilibrium geometry.

HOMO energy (eV): -10.48
Gap between HOMO and LUMO (eV): 10.9
SMILES: C[C@@H](F)CC(=O)Br

Cartesian coordinates (Å):
1 C 1.9244 0.6027 0.1953
2 C -1.6694 -0.6016 -0.1940
3 C 0.4235 0.6732 0.3432
4 C -0.1867 -0.5924 -0.2862
5 O 2.6151 -0.3702 0.0325
6 F -0.0366 -0.6378 -1.6748
7 Br 2.8414 2.1506 0.7684
8 H -2.1818 0.2244 -0.5769
9 H -2.1593 -1.4925 -0.5390
10 H -2.0919 -0.6444 0.7344
11 H 0.1076 1.6729 -0.0679
12 H 0.1479 0.5451 1.3316
13 H 0.2659 -1.5301 -0.0666

=====

9.
Density functional theory data (ωB97M-V/def2-TZVPD) for 2 unconnected molecules or ions with the total composition C4H6BrN2 in a non-equilibrium geometry.

Charge: +1
HOMO energy (eV): -13.71
Gap between HOMO and LUMO (eV): 8.8

Cartesian coordinates (Å):
1 C -0.0617 3.0013 -0.2416
2 C -0.6242 -2.7547 0.0262
3 C 0.3614 1.6997 -0.2422
4 C -0.0796 -0.7158 0.1570
5 N 0.1770 -3.6000 0.2494
6 N -0.3612 0.4496 -0.3988
7 Br 1.5602 -0.8334 0.9661
8 H 0.6422 3.8120 0.0404
9 H -1.0858 3.4887 -0.2889
10 H -1.5836 -2.2092 0.1332
11 H 0.8658 -4.3345 0.4124
12 H 1.4343 1.4889 -0.0485
13 H -1.2450 0.5075 -0.7647

=====

10.
Density functional theory data (ωB97M-V/def2-TZVPD) for 2 unconnected molecules or ions with the total composition C4H6BrNO2 in a non-equilibrium geometry.

HOMO energy (eV): -8.93
Gap between HOMO and LUMO (eV): 9.1
SMILES: O/C=C/Br.N=C=CO

Cartesian coordinates (Å):
1 C -0.0461 -2.7662 1.0063
2 C -0.0767 2.5573 -1.4270
3 C -0.4266 -1.6954 0.3793
4 C 0.8131 1.9575 -0.6098
5 N 0.5732 -3.7028 1.5198
6 O -1.2434 1.8971 -1.8991
7 O -0.5349 -0.4020 1.0348
8 Br 2.4723 3.0263 -0.2570
9 H 0.1316 3.4263 -1.9970
10 H 0.0361 -4.3411 2.0690
11 H -0.7241 -1.8409 -0.7124
12 H 0.7074 1.1200 0.0968
13 H -1.3621 1.2174 -1.1884
14 H -0.3198 -0.4536 1.9847

=====

11.
Density functional theory data (ωB97M-V/def2-TZVPD) for 2 unconnected molecules or ions with the total composition C4H6BrNO2S in a non-equilibrium geometry.

HOMO energy (eV): -10.14
Gap between HOMO and LUMO (eV): 10.0

Cartesian coordinates (Å):
1 C 1.3924 -1.3013 0.6740
2 C -0.6876 -0.3633 -1.0893
3 C -0.8439 -0.4655 0.4129
4 C 0.1078 -0.9480 1.2729
5 N 2.4069 -1.5341 0.2267
6 O 4.2550 0.0313 -0.6872
7 O 5.0506 -1.6680 0.7767
8 S 4.4707 -1.3832 -0.4875
9 Br 2.2670 2.1827 0.2454
10 H 0.2300 -0.8566 -1.2726
11 H -1.4195 -0.7725 -1.6502
12 H -0.6006 0.7071 -1.1539
13 H 3.0923 0.9372 -0.0175
14 H -1.8262 -0.1186 0.8359
15 H -0.1223 -0.7624 2.3626

=====

12.
Density functional theory data (ωB97M-V/def2-TZVPD) for C4H6BrNS in the gas phase in a non-equilibrium geometry.

HOMO energy (eV): -8.99
Gap between HOMO and LUMO (eV): 8.9
SMILES: C[C@H]1CN=C(Br)S1

Cartesian coordinates (Å):
1 C -1.7792 0.9822 -0.3809
2 C 0.5054 0.9617 -0.3631
3 C 0.4364 -0.1357 0.6555
4 C 0.7691 -1.5197 0.0859
5 N -0.7504 1.2964 -0.9360
6 S -1.2677 -0.1808 1.4089
7 Br -3.4842 1.4230 -0.9299
8 H 0.7960 1.8931 0.2805
9 H 1.2959 0.7584 -1.2983
10 H 1.1186 -0.0310 1.5294
11 H 1.0263 -2.2342 0.9718
12 H 1.5408 -1.2924 -0.7207
13 H -0.2070 -1.9209 -0.3029

=====

13.
Density functional theory data (ωB97M-V/def2-TZVPD) for a molecular structure, C4H6CdMgO5 in a non-equilibrium geometry.

Charge: -1
HOMO energy (alpha / beta) (eV): -1.82 / -1.82
Gap between HOMO and LUMO (alpha / beta) (eV): 4.6 / 4.6
Multiplicity: 2

Cartesian coordinates (Å):
1 O -1.5769 1.5886 0.6713
2 C -2.4189 0.5943 0.1959
3 C -1.7000 -0.3374 -0.7745
4 O -0.4525 -0.6933 -0.1475
5 C 0.3440 -1.6185 -0.7520
6 Mg 0.2023 0.9768 0.9580
7 H -3.2931 1.0044 -0.3468
8 H -2.8239 -0.0231 1.0249
9 H -1.4611 0.1717 -1.7207
10 H -2.2728 -1.2538 -0.9762
11 H 1.4245 -1.5895 -0.6329
12 H -0.1659 -2.3911 -1.3297
13 O 1.7301 -0.0744 1.9260
14 C 2.5922 0.5792 1.2259
15 O 2.0708 1.3538 0.2845
16 O 3.8238 0.3219 1.1478
17 Cd 3.9774 1.3903 -0.7539

=====

14.
Density functional theory data (ωB97M-V/def2-TZVPD) for a molecular structure, C4H6CeO5 in a non-equilibrium geometry.

Charge: +2
HOMO energy (alpha / beta) (eV): -13.79 / -13.79
Gap between HOMO and LUMO (alpha / beta) (eV): 3.8 / 3.8
Multiplicity: 3

Cartesian coordinates (Å):
1 O 2.8340 -1.7025 -0.3486
2 C 1.9573 -0.9196 -0.9298
3 O 2.1549 0.3860 -0.7925
4 O 0.8544 -1.3969 -1.1906
5 H 3.6170 -1.2332 -0.0312
6 Ce 4.3391 1.9184 -1.1654
7 H 1.0960 0.8901 -0.4726
8 C -1.2122 -0.2993 -0.8548
9 C -0.9941 0.8195 -0.0535
10 O -1.4797 0.7950 1.2536
11 C -2.6360 0.2181 1.5251
12 O -2.7492 0.2748 2.8268
13 H -1.2485 -0.0796 -1.9238
14 H -1.7651 -1.1500 -0.4537
15 H -1.2929 1.7754 -0.4950
16 H -3.4749 -0.2962 3.1060

=====

15.
Density functional theory data (ωB97M-V/def2-TZVPD) for a molecular structure, C4H6Cl2 in a non-equilibrium geometry.

HOMO energy (eV): -9.74
Gap between HOMO and LUMO (eV): 9.6

Cartesian coordinates (Å):
1 C 0.6012 -1.3039 -1.3313
2 C -0.4228 -0.1760 -0.7091
3 C 0.0658 0.5706 0.3521
4 C -0.4500 1.1960 1.5173
5 H -0.0184 -1.9971 -2.7373
6 H 0.9983 -2.4354 -0.4104
7 H 1.6296 -0.4309 -1.6941
8 H -1.3637 -0.3746 -0.8142
9 H 1.2001 0.3327 0.3114
10 H -0.0247 0.8580 2.5239
11 Cl 0.0289 2.9962 1.6369
12 Cl -2.2443 0.7646 1.3547

=====

16.
Density functional theory data (ωB97M-V/def2-TZVPD) for a molecular structure, C4H6Cl2 in a non-equilibrium geometry.

HOMO energy (eV): -8.96
Gap between HOMO and LUMO (eV): 9.7

Cartesian coordinates (Å):
1 C -0.6382 1.2165 0.9464
2 C 0.2876 -0.0124 0.7429
3 C 0.6126 -0.3953 -0.7555
4 C -0.0469 -1.3291 -1.5037
5 H -0.1976 2.0209 -0.0624
6 H -1.9390 1.0749 0.8333
7 H -0.3132 1.8898 1.9140
8 H 1.3379 0.4358 1.0993
9 H -0.1347 -0.8246 1.5742
10 H 1.5207 -0.1075 -1.1506
11 Cl 0.8187 -1.7891 -2.7711
12 Cl -1.3080 -2.1798 -0.8668

=====

17.
Density functional theory data (ωB97M-V/def2-TZVPD) for a gas-phase ion, C4H6Cl2N3 (charge +1) in a non-equilibrium geometry.

Charge: +1
HOMO energy (eV): -14.09
Gap between HOMO and LUMO (eV): 9.7
SMILES: [H]/N=C1\[C@H](Cl)[NH+]=CN[C@@H]1Cl

Cartesian coordinates (Å):
1 C 1.4610 -0.8894 -0.2276
2 C -1.0578 0.4661 -0.2328
3 C 0.0516 0.8863 -1.0416
4 C -0.5886 -0.3551 1.0961
5 N -2.2330 0.7333 -0.5152
6 N 1.0332 -0.1159 -1.2222
7 N 0.8141 -0.9288 0.9342
8 Cl 0.8410 2.1480 -0.0701
9 Cl -0.6204 0.7920 2.4794
10 H 2.3578 -1.5784 -0.1688
11 H -0.2671 1.1801 -1.9634
12 H -1.3151 -1.2554 1.2305
13 H -3.0720 0.5081 0.0379
14 H 1.4507 -0.3004 -2.1524
15 H 1.1446 -1.2905 1.8158

=====

18.
Density functional theory data (ωB97M-V/def2-TZVPD) for 2 unconnected molecules or ions with the total composition C4H6Cl2O2 in a non-equilibrium geometry.

HOMO energy (alpha / beta) (eV): -8.21 / -8.59
Gap between HOMO and LUMO (alpha / beta) (eV): 7.7 / 8.4

Cartesian coordinates (Å):
1 C -0.3082 -0.4052 -0.6595
2 C 0.7708 0.0890 -0.2871
3 C -1.0466 -0.4280 -1.9993
4 C 0.5783 0.0461 2.3198
5 O -0.2787 -0.0662 -3.0885
6 O 0.9274 1.1803 2.9890
7 Cl -1.1462 -0.2641 2.4186
8 Cl 1.6250 -1.3149 2.8487
9 H -1.0831 -0.5879 0.0717
10 H 1.8666 0.2875 -0.1105
11 H -1.8299 0.3162 -1.8337
12 H -1.5357 -1.4001 -2.1128
13 H 0.0487 0.8011 -2.8609
14 H 1.4117 1.7463 2.3046

=====

19.
Density functional theory data (ωB97M-V/def2-TZVPD) for C4H6Cl2OS in the gas phase in a non-equilibrium geometry.

HOMO energy (eV): -9.44
Gap between HOMO and LUMO (eV): 10.0
SMILES: O[C@@H]1C[C@H](S)C1(Cl)Cl

Cartesian coordinates (Å):
1 C -0.7797 -0.5369 -0.3822
2 C -0.4021 0.9810 -0.3104
3 C 1.0172 0.5559 -0.1905
4 C 0.5129 -0.9051 0.3166
5 H -3.1732 -0.5777 -0.6639
6 H -0.8383 -0.8113 -1.3849
7 H -0.8334 1.2955 0.7014
8 H -0.7176 1.7221 -1.0513
9 H 1.7308 0.4632 -1.1016
10 H 2.3750 0.7669 1.2007
11 O 1.6254 1.3544 0.7886
12 S -2.5009 -1.0231 0.4240
13 Cl 0.3863 -1.0810 2.0378
14 Cl 1.5977 -2.2041 -0.3843

=====

20.
Density functional theory data (ωB97M-V/def2-TZVPD) for C4H6Cl2S2 in the gas phase in a non-equilibrium geometry.

HOMO energy (eV): -9.07
Gap between HOMO and LUMO (eV): 8.3
SMILES: S=C(S)C(CCl)CCl

Cartesian coordinates (Å):
1 C -1.3032 -0.3666 0.0305
2 C 0.1649 -0.2826 -0.3989
3 C 0.3243 1.1237 -1.0102
4 C 1.1840 -0.5772 0.7098
5 H -2.7572 -0.9699 1.6000
6 H 0.3293 -0.9872 -1.2535
7 H 1.2891 1.2635 -1.4725
8 H -0.5136 1.2870 -1.7016
9 H 0.9340 -1.4566 1.2928
10 H 1.3503 0.2687 1.3773
11 S -1.6663 -0.2064 1.7056
12 S -2.4184 -0.5624 -1.1415
13 Cl 0.2579 2.3343 0.2732
14 Cl 2.8251 -0.8681 -0.0111

=====

In kJ/mol, the relative energy (zero: lowest compared OMol25 entry of this formula, charge and spin) values for the records above are, in order, 0.0 366.0 153.5 172.6 0.0 8.2 61.4 33.8 470.0 356.5 0.0 200.2 0.0 10.2 678.3 332.9 120.1 431.9 91.3 11.6.
In a.u., the calculated total energy values for the records above are, in order, -946.2411 -5379.1368 -5379.2177 -5795.9383 -5645.1321 -8488.5802 -2829.8247 -2905.1058 -2839.1069 -2935.1407 -3333.3815 -3182.8940 -900.1263 -1006.4431 -1076.1238 -1076.2554 -1240.3839 -1226.6820 -1549.7678 -1872.7578.